Molecular formula: C6H6Br2
Method: DFT, wB97M-V/def2-TZVPD

Positions of all 14 atoms, in Å:
C (0.639, -0.420, 1.088)
C (0.689, 0.362, -0.188)
C (-0.609, 0.480, -0.912)
C (-0.498, 0.132, -2.215)
C (0.825, -0.342, -2.532)
Br (1.436, -0.701, -4.311)
C (1.533, -0.279, -1.418)
Br (3.324, -0.754, -1.007)
H (0.085, 0.069, 2.060)
H (1.635, -0.596, 1.313)
H (0.171, -1.291, 0.849)
H (1.194, 1.281, -0.133)
H (-1.599, 0.610, -0.310)
H (-1.300, 0.126, -2.980)

The calculation puts the energy relative to the best compared isomer or geometry (same formula, charge and spin) at 7.8 kcal/mol. The frontier orbital gap is 9.231 eV. Its charge is 0. The SMILES is C[C@@H]1C=CC(Br)=C1Br. The HOMO energy comes out at -8.6 eV.

Molecular formula: C4H6N2
Method: DFT, wB97M-V/def2-TZVPD

Positions of all 12 atoms, in Å:
C (0.639, -0.693, 1.485)
C (0.187, -0.105, 0.177)
C (0.597, -0.402, -1.154)
N (-0.110, 0.255, -2.054)
N (-0.965, 1.002, -1.342)
C (-0.801, 0.836, 0.000)
H (1.648, -0.375, 1.756)
H (-0.043, -0.370, 2.276)
H (0.633, -1.792, 1.489)
H (1.323, -1.116, -1.518)
H (-1.835, 1.216, -1.808)
H (-1.271, 1.538, 0.682)

The calculation puts the energy relative to the best compared isomer or geometry (same formula, charge and spin) at 18.5 kcal/mol. The frontier orbital gap is 10.189 eV. Its charge is 0. The SMILES is Cc1cn[nH]c1. The HOMO energy comes out at -9.1 eV.

Molecular formula: C24H29N3O5S
Method: DFT, wB97M-V/def2-TZVPD

Positions of all 62 atoms, in Å:
C (2.205, 2.833, -0.099)
O (2.800, 1.770, 0.612)
C (4.072, 1.394, 0.281)
C (4.827, 1.981, -0.725)
C (6.107, 1.522, -0.991)
C (6.646, 0.480, -0.262)
C (5.893, -0.112, 0.739)
C (4.615, 0.333, 1.026)
C (3.763, -0.348, 2.069)
N (2.553, -0.860, 1.453)
C (2.534, -2.048, 0.824)
O (3.344, -2.934, 0.991)
C (1.322, -2.219, -0.114)
C (0.032, -2.422, 0.707)
C (-0.755, -1.179, 0.426)
C (-1.956, -0.768, 0.959)
C (-2.492, 0.433, 0.516)
S (-4.066, 0.981, 1.182)
O (-4.116, 2.409, 1.070)
O (-4.229, 0.371, 2.469)
N (-5.263, 0.378, 0.210)
C (-5.565, -1.030, 0.291)
C (-4.851, -1.841, -0.793)
C (-5.167, -1.252, -2.167)
C (-4.755, 0.218, -2.202)
C (-5.467, 0.981, -1.083)
C (-1.849, 1.205, -0.432)
C (-0.640, 0.796, -0.977)
C (-0.098, -0.401, -0.534)
N (1.100, -1.011, -0.911)
C (1.996, -0.506, -1.818)
C (3.202, -1.364, -2.096)
O (1.815, 0.560, -2.371)
H (2.775, 3.759, 0.018)
H (1.216, 2.960, 0.338)
H (2.107, 2.586, -1.160)
H (4.423, 2.788, -1.315)
H (6.679, 1.987, -1.779)
H (7.642, 0.123, -0.473)
H (6.298, -0.937, 1.305)
H (4.301, -1.192, 2.505)
H (3.474, 0.355, 2.854)
H (1.905, -0.140, 1.165)
H (1.526, -3.077, -0.761)
H (0.248, -2.534, 1.771)
H (-0.514, -3.311, 0.385)
H (-2.476, -1.334, 1.715)
H (-6.649, -1.150, 0.182)
H (-5.278, -1.352, 1.292)
H (-5.178, -2.880, -0.739)
H (-3.772, -1.811, -0.626)
H (-6.240, -1.334, -2.358)
H (-4.642, -1.809, -2.945)
H (-5.016, 0.664, -3.164)
H (-3.674, 0.295, -2.072)
H (-6.546, 0.998, -1.281)
H (-5.113, 2.009, -1.006)
H (-2.298, 2.140, -0.725)
H (-0.137, 1.388, -1.722)
H (3.794, -1.521, -1.198)
H (2.898, -2.335, -2.482)
H (3.816, -0.860, -2.837)

The calculation puts the energy relative to the best compared isomer or geometry (same formula, charge and spin) at 17.6 kcal/mol. The frontier orbital gap is 9.147 eV. Its charge is 0. The SMILES is COc1ccccc1CNC(=O)[C@H]1Cc2cc(S(=O)(=O)N3CCCCC3)ccc2N1C(C)=O. The HOMO energy comes out at -8.7 eV.

Molecular formula: C3H2N2O2
Method: DFT, wB97M-V/def2-TZVPD

Positions of all 9 atoms, in Å:
N (-2.126, -1.222, 0.205)
C (-1.204, -0.414, 0.202)
O (0.759, -0.482, -0.676)
C (1.301, 0.608, -0.061)
O (1.947, 0.732, -1.187)
C (-0.832, 0.898, 0.435)
N (0.167, 1.593, 0.323)
H (-1.878, -2.161, -0.105)
H (1.867, 0.447, 0.865)

The calculation puts the energy relative to the best compared isomer or geometry (same formula, charge and spin) at 164.3 kcal/mol. The frontier orbital gap (spin up / spin down) is 7.849 / 7.224 eV. Its charge is 0. The HOMO energy (spin up / spin down) comes out at -9.4 / -9.4 eV.

- Which of these has the highest energy relative to the best compared isomer or geometry (same formula, charge and spin)?
  C3H2N2O2

- What is the energy relative to the best compared isomer or geometry (same formula, charge and spin) in the first record?
  7.8 kcal/mol

- Which formula does entry 4 have?
  C3H2N2O2